# 1
{"formula": "C3H6O", "method": "the ωB97M-V functional and the def2-TZVPD basis", "species": ["C", "C", "C", "O", "H", "H", "H", "H", "H", "H"], "positions_angstrom": [[1.080, 0.252, 0.942], [0.112, -0.342, 0.256], [-0.845, 0.445, -0.600], [0.157, -1.680, -0.027], [1.228, 1.331, 0.986], [1.848, -0.211, 1.544], [-0.475, 0.408, -1.622], [-1.887, 0.195, -0.416], [-0.639, 1.507, -0.451], [-0.579, -1.905, -0.612]], "atomic_forces_ev_per_a": [[0.51, 0.56, 0.88], [0.77, 0.59, -1.24], [1.14, 0.85, 0.31], [-0.44, -0.26, 0.45], [-0.81, -0.16, -0.14], [-0.07, -0.77, -0.29], [-0.65, -0.88, -0.47], [-0.05, 0.02, -0.41], [-0.56, 0.01, 0.68], [0.15, 0.05, 0.24]], "relative_energy_ev": 0.972, "homo_lumo_gap_ev": 9.71, "smiles": "C=C(C)O", "e_tot_ev": -5254.7218, "largest_force_ev_per_a": 1.574}

# 2
{"formula": "C3H6O", "method": "the ωB97M-V functional and the def2-TZVPD basis", "species": ["C", "C", "C", "O", "H", "H", "H", "H", "H", "H"], "positions_angstrom": [[0.245, -1.069, 1.041], [0.077, 0.053, 0.299], [-0.349, 0.216, -1.119], [0.574, 1.194, 0.948], [0.032, -2.173, 0.821], [0.756, -1.204, 1.959], [-1.281, 0.720, -1.346], [0.359, 1.061, -1.645], [-0.265, -0.629, -1.753], [-0.148, 1.832, 0.795]], "atomic_forces_ev_per_a": [[-0.70, -2.10, -1.84], [1.29, -1.73, 2.02], [1.79, 3.36, -1.42], [-1.42, 0.31, -0.98], [-0.25, 1.94, -1.00], [0.35, 1.43, 1.05], [-0.72, -0.24, 0.63], [-1.09, -2.14, 1.42], [0.02, -1.06, -0.18], [0.74, 0.23, 0.29]], "relative_energy_ev": 1.619, "homo_lumo_gap_ev": 9.91, "smiles": "C=C(C)O", "e_tot_ev": -5254.0752, "largest_force_ev_per_a": 4.062}

# 3
{"formula": "C3H6O", "method": "the ωB97M-V functional and the def2-TZVPD basis", "species": ["C", "C", "C", "O", "H", "H", "H", "H", "H", "H"], "positions_angstrom": [[-1.226, 0.109, -0.184], [0.114, 0.162, 0.435], [1.332, -0.401, -0.104], [1.085, 0.996, -0.234], [-1.303, -0.440, -1.180], [-1.593, 1.219, -0.280], [-1.917, -0.479, 0.533], [0.089, 0.427, 1.497], [1.258, -0.919, -1.020], [2.161, -0.674, 0.537]], "atomic_forces_ev_per_a": [[-2.31, -0.02, -0.30], [0.43, 1.16, 0.68], [0.30, 0.35, 0.50], [-0.11, -0.22, -0.01], [0.37, 0.98, 1.18], [0.38, -2.21, 0.07], [0.85, 1.12, -1.11], [0.04, -0.40, -0.17], [0.02, -0.73, -0.95], [0.03, -0.03, 0.09]], "relative_energy_ev": 1.562, "homo_lumo_gap_ev": 11.39, "smiles": "C[C@H]1CO1", "e_tot_ev": -5254.1325, "largest_force_ev_per_a": 2.330}

# 4
{"formula": "C3H6O", "method": "the ωB97M-V functional and the def2-TZVPD basis", "species": ["C", "C", "C", "O", "H", "H", "H", "H", "H", "H"], "positions_angstrom": [[-1.365, 0.450, 1.188], [-0.270, -0.190, 0.739], [0.005, -0.105, -0.767], [1.435, -0.275, -0.923], [-1.364, 0.441, 2.267], [-2.150, 0.746, 0.502], [0.607, -0.108, 1.369], [-0.368, 0.881, -1.059], [-0.466, -0.993, -1.250], [1.774, 0.373, -1.539]], "atomic_forces_ev_per_a": [[1.28, -1.95, 0.28], [-0.50, 3.07, -1.20], [0.85, -1.75, 1.16], [-0.58, 0.35, -0.09], [-0.99, 0.77, 0.15], [-0.28, 0.05, 0.50], [0.09, -1.19, 0.18], [0.18, -0.43, -0.64], [-0.05, 0.99, -0.16], [0.00, 0.09, -0.18]], "relative_energy_ev": 1.804, "homo_lumo_gap_ev": 10.73, "smiles": "C=CCO", "e_tot_ev": -5253.8900, "largest_force_ev_per_a": 3.336}

# 5
{"formula": "C3H6O", "method": "the ωB97M-V functional and the def2-TZVPD basis", "species": ["C", "C", "C", "O", "H", "H", "H", "H", "H", "H"], "positions_angstrom": [[1.529, -0.068, 0.349], [0.239, -0.243, 0.025], [-0.992, 0.636, 0.021], [-0.082, -1.458, -0.486], [1.887, 0.864, 0.919], [2.367, -0.574, 0.013], [-1.235, 0.810, -1.065], [-1.877, 0.176, 0.319], [-0.847, 1.602, 0.617], [-0.988, -1.744, -0.711]], "atomic_forces_ev_per_a": [[-1.14, 3.91, 1.57], [-0.74, -0.58, 0.08], [2.01, 2.46, -0.44], [0.45, -2.02, -0.98], [-1.12, -1.19, -1.09], [0.90, -1.88, -0.52], [0.61, 0.48, 0.86], [-1.26, -1.18, 1.24], [-0.26, -1.24, -1.14], [0.55, 1.25, 0.42]], "relative_energy_ev": 1.421, "homo_lumo_gap_ev": 9.43, "smiles": "C=C(C)O", "e_tot_ev": -5254.2736, "largest_force_ev_per_a": 4.363}

# 6
{"formula": "C3H6O", "method": "the ωB97M-V functional and the def2-TZVPD basis", "species": ["C", "C", "C", "O", "H", "H", "H", "H", "H", "H"], "positions_angstrom": [[-1.222, 0.259, 0.062], [0.105, -0.386, -0.227], [1.345, 0.409, -0.296], [0.918, -0.712, 0.896], [-1.878, -0.435, 0.595], [-1.712, 0.552, -0.873], [-1.080, 1.158, 0.671], [0.054, -1.278, -0.856], [2.120, -0.062, -0.931], [1.350, 0.495, 0.959]], "atomic_forces_ev_per_a": [[-0.07, 0.02, 0.07], [-0.45, -0.16, 0.00], [0.15, -0.86, 0.98], [-0.33, -0.86, -0.23], [0.05, 0.08, -0.07], [0.09, -0.06, 0.12], [-0.01, -0.16, -0.07], [0.04, 0.29, -0.15], [-0.20, 0.41, 0.57], [0.72, 1.31, -1.24]], "relative_energy_ev": 4.173, "homo_lumo_gap_ev": 10.85, "e_tot_ev": -5251.5210, "largest_force_ev_per_a": 1.940}

# 7
{"formula": "C3H6O", "method": "the ωB97M-V functional and the def2-TZVPD basis", "species": ["C", "C", "C", "O", "H", "H", "H", "H", "H", "H"], "positions_angstrom": [[0.026, 0.062, 0.748], [0.686, 1.247, 0.159], [-0.747, -1.299, -0.652], [0.048, -0.169, 1.923], [0.653, 1.302, -0.914], [0.251, 2.116, 0.620], [1.776, 1.170, 0.634], [0.191, -1.383, -1.057], [-1.574, -0.932, -1.308], [-1.309, -2.114, -0.153]], "atomic_forces_ev_per_a": [[-1.79, 0.92, -2.97], [2.39, -1.03, 1.00], [-3.40, 0.35, 1.29], [-0.26, -1.90, 2.46], [0.21, 0.00, -0.29], [-0.29, 0.61, 0.01], [-1.51, 0.57, -1.45], [1.96, -0.69, -0.91], [1.20, 0.88, 0.49], [1.48, 0.28, 0.37]], "relative_energy_ev": 1.609, "homo_lumo_gap_ev": [6.04, 9.72], "s_squared": 2.02, "e_tot_ev": -5249.6209, "multiplicity": 3, "largest_force_ev_per_a": 3.657}

# 8
{"formula": "C3H6O", "method": "the ωB97M-V functional and the def2-TZVPD basis", "species": ["C", "C", "O", "C", "H", "H", "H", "H", "H", "H"], "positions_angstrom": [[2.330, 0.118, -0.102], [1.104, 0.675, 0.162], [-2.424, -0.710, -0.684], [-0.157, -0.190, 0.273], [0.533, 2.048, 0.125], [3.301, 0.353, 0.339], [-3.352, -0.982, -1.049], [-0.075, -0.533, 1.365], [-0.167, -1.119, -0.353], [-1.093, 0.340, -0.075]], "atomic_forces_ev_per_a": [[-0.45, 1.50, 2.40], [-3.84, 1.23, -1.74], [-3.08, -1.12, -1.25], [0.86, 0.67, -0.68], [2.54, -3.51, 0.52], [0.43, -0.22, -1.16], [1.98, 0.63, 0.79], [-0.60, 0.46, -0.95], [0.69, 0.51, 0.65], [1.48, -0.15, 1.44]], "total_charge": 1, "relative_energy_ev": 8.925, "homo_lumo_gap_ev": [9.18, 5.77], "s_squared": 1.76, "e_tot_ev": -5237.6417, "multiplicity": 2, "largest_force_ev_per_a": 4.398}